Record 1
{"formula": "C7H11N4", "method": "wB97M-V/def2-TZVPD", "s2": 2.03, "charge": 1, "gap_ev": [7.4, 7.3], "e_lumo_ev": [-4.29, -6.22], "energy_ev": -13382.9498, "spin_multiplicity": 3, "symbols": ["C", "C", "C", "C", "C", "C", "C", "N", "N", "N", "N", "H", "H", "H", "H", "H", "H", "H", "H", "H", "H", "H"], "positions_angstrom": [[0.32924, 1.21303, 1.49444], [0.73005, -2.04160, 0.29114], [1.36042, 1.12054, 0.74891], [1.73726, 0.15194, -0.19131], [-1.01409, 0.07463, 1.24001], [2.75493, 0.55455, -1.27428], [-2.38745, 0.98102, -0.54404], [-0.51772, -2.11988, -0.12561], [1.62334, -1.12843, 0.06176], [-1.55478, -0.06779, 0.01112], [-1.25975, -1.19069, -0.66414], [0.19977, 1.50504, 2.54513], [1.20273, -2.99315, 0.80771], [-0.48835, -0.75296, 1.71006], [-1.84375, 0.37185, 1.91012], [2.35158, 1.39769, -1.84933], [2.94072, -0.26738, -1.86187], [3.62969, 0.84955, -0.65919], [-3.33104, 1.12805, -0.05347], [-1.88170, 1.86425, -0.51103], [-2.82876, 0.68722, -1.53586], [-1.75235, -1.33747, -1.55027]], "lowdin_charge": [0.04, -0.19, 0.09, -0.28, -0.10, 0.02, 0.02, 0.04, 0.18, -0.17, 0.05, 0.11, 0.19, 0.11, 0.14, 0.10, 0.05, 0.12, 0.10, 0.07, 0.13, 0.19]}

Record 2
{"formula": "C7H11N5", "method": "wB97M-V/def2-TZVPD", "smiles": "[NH2+]=C1[C@H]2C=C[NH2+][C@@H]3N[C@H]2N=CN13", "charge": 2, "gap_ev": 9.3, "e_lumo_ev": -8.78, "energy_ev": -14867.1774, "symbols": ["C", "C", "C", "C", "C", "C", "C", "N", "N", "N", "N", "N", "H", "H", "H", "H", "H", "H", "H", "H", "H", "H", "H"], "positions_angstrom": [[1.34864, -0.73448, -1.13797], [1.98390, -0.53721, 0.03540], [-2.15094, 0.67017, 0.17801], [-0.37471, -0.37521, 1.41110], [-0.07821, -0.22316, -1.29395], [-1.06720, -1.15915, -0.68351], [-0.19163, 1.11290, -0.40590], [-2.30839, -0.23972, -0.65904], [-0.83512, 0.92182, 0.86352], [-0.64034, -1.45272, 0.69396], [0.28212, 2.25414, -0.74441], [1.30671, -0.03835, 1.25992], [1.81816, -1.30927, -2.02118], [2.93916, -0.93307, 0.31284], [-2.92388, 1.42020, 0.32719], [-0.51963, -0.36800, 2.44672], [-0.35085, -0.01403, -2.37387], [-1.45042, -1.99117, -1.46534], [-0.90570, -2.37748, 1.12493], [0.26519, 3.02583, -0.04405], [0.77980, 2.23670, -1.63184], [1.61743, -0.75003, 1.95899], [1.45589, 0.86130, 1.84847]], "lowdin_charge": [0.03, -0.03, -0.09, -0.20, -0.16, -0.20, -0.22, 0.19, 0.06, 0.11, 0.34, 0.10, 0.18, 0.13, 0.16, 0.17, 0.19, 0.23, 0.22, 0.20, 0.18, 0.18, 0.22]}

Relative energy (zero: lowest compared OMol25 entry of this formula, charge and spin) (kcal/mol)
101.4; 83.8
F_max (eV/A)
5.2; 3.9